Molecular formula: C4H4OS
Method: DFT, ωB97M-V with the def2-TZVPD basis set

The geometry in XYZ format:
```
10
Properties=species:S:1:pos:R:3
C -1.47843 -0.45056 -0.08816
C 0.01797 -0.36802 0.08508
O 0.74613 -1.29933 0.38029
C 0.66560 0.96052 0.01093
C 1.95468 0.66522 0.08593
S 3.42478 0.16735 -0.00085
H -1.67976 -0.02786 -1.05598
H -2.07125 -0.09583 0.64213
H -1.87628 -1.53623 -0.09303
H 0.29656 1.98474 0.03366
```

DFT total energy (Ha): -628.17006
Relative energy (zero: lowest compared OMol25 entry of this formula, charge and spin) (kJ/mol): 170.50
E_LUMO (hartree): -0.00538
Net charge: 0